DFT (ωB97M-V/def2-TZVPD) results for a 2-piece molecular cluster, C22H47N6O2P overall at a distorted geometry.

Each atom is followed by the atoms it is bonded to, with distances in Å.
Positions of all 78 atoms, in Å:
1 C 1.36 5.37 -0.49  C2 1.199, H21 1.063
2 C 1.80 4.38 -1.00  C1 1.199, C3 1.472
3 C 2.45 3.36 -1.84  C2 1.472, O4 1.416, C9 1.573, H22 1.094
4 O 1.54 2.54 -2.55  C3 1.416, C5 1.419
5 C 0.52 3.24 -3.24  O4 1.419, C6 1.530, H23 1.092, H24 1.096
6 C -0.81 3.10 -2.50  C5 1.530, C7 1.503, H25 1.096, H26 1.090
7 C -1.02 1.68 -2.05  C6 1.503, C8 1.357, H27 1.094
8 C -1.73 1.35 -0.94  C7 1.357, H28 1.086, H29 1.090
9 C 3.31 2.38 -0.95  C3 1.573, N10 1.482, N11 1.449, N15 1.458
10 N 2.31 1.44 -0.39  C9 1.482, H30 1.006, H31 1.009
11 N 3.90 2.99 0.22  C9 1.449, C12 1.271
12 C 4.79 3.89 0.08  N11 1.271, C13 1.509, C14 1.501
13 C 5.34 4.49 1.36  C12 1.509, H32 1.087, H33 1.095, H34 1.090
14 C 5.40 4.46 -1.17  C12 1.501, H35 1.086, H36 1.097, H37 1.091
15 N 4.21 1.67 -1.85  C9 1.458, C16 1.453, H38 1.010
16 C 5.31 0.93 -1.27  N15 1.453, C17 1.552, H39 1.095, H40 1.087
17 C 4.99 -0.48 -0.70  C16 1.552, C18 1.527, H41 1.097, H42 1.093
18 C 4.98 -0.59 0.82  C17 1.527, C19 1.535, C20 1.551, H43 1.092
19 C 6.27 -0.10 1.48  C18 1.535, H44 1.090, H45 1.095, H46 1.091
20 C 4.81 -2.09 1.17  C18 1.551, H47 1.089, H48 1.091, H49 1.094
21 H 0.99 6.25 -0.03  C1 1.063
22 H 3.12 3.82 -2.57  C3 1.094
23 H 0.78 4.28 -3.47  C5 1.092
24 H 0.40 2.73 -4.20  C5 1.096
25 H -0.81 3.70 -1.59  C6 1.096
26 H -1.67 3.36 -3.12  C6 1.090
27 H -0.58 0.88 -2.65  C7 1.094
28 H -2.58 0.69 -0.96  C8 1.086
29 H -1.37 1.74 0.02  C8 1.090
30 H 2.30 0.56 -0.88  N10 1.006
31 H 2.46 1.32 0.60  N10 1.009
32 H 4.83 4.04 2.21  C13 1.087
33 H 6.39 4.21 1.45  C13 1.095
34 H 5.26 5.58 1.36  C13 1.090
35 H 5.22 3.87 -2.07  C14 1.086
36 H 4.94 5.44 -1.33  C14 1.097
37 H 6.46 4.64 -1.03  C14 1.091
38 H 3.70 1.14 -2.55  N15 1.010
39 H 6.01 0.75 -2.09  C16 1.095
40 H 5.86 1.49 -0.53  C16 1.087
41 H 5.80 -1.15 -1.04  C17 1.097
42 H 4.09 -0.90 -1.15  C17 1.093
43 H 4.13 -0.09 1.30  C18 1.092
44 H 7.17 -0.36 0.93  C19 1.090
45 H 6.21 0.98 1.61  C19 1.095
46 H 6.32 -0.50 2.50  C19 1.091
47 H 4.87 -2.25 2.24  C20 1.089
48 H 5.56 -2.68 0.62  C20 1.091
49 H 3.82 -2.41 0.83  C20 1.094
50 O -4.28 -5.18 0.51  P51 1.498
51 P -5.21 -4.00 0.59  O50 1.498, N52 1.711, N55 1.730, N58 1.695
52 N -4.11 -2.69 0.47  P51 1.711, C53 1.444, C54 1.452
53 C -3.61 -1.81 1.49  N52 1.444, H61 1.097, H62 1.098, H63 1.086
54 C -3.44 -2.56 -0.81  N52 1.452, H64 1.100, H65 1.093, H66 1.090
55 N -5.92 -4.37 2.13  P51 1.730, C56 1.454, C57 1.465
56 C -5.95 -3.50 3.29  N55 1.454, H67 1.092, H68 1.090, H69 1.094
57 C -5.87 -5.77 2.53  N55 1.465, H70 1.097, H71 1.086, H72 1.093
58 N -6.52 -3.05 0.11  P51 1.695, C59 1.446, C60 1.463
59 C -6.72 -1.64 0.39  N58 1.446, H73 1.091, H74 1.090, H75 1.094
60 C -7.73 -3.78 -0.28  N58 1.463, H76 1.097, H77 1.091, H78 1.091
61 H -3.61 -0.77 1.13  C53 1.097
62 H -2.58 -2.06 1.79  C53 1.098
63 H -4.22 -1.81 2.39  C53 1.086
64 H -4.05 -1.98 -1.51  C54 1.100
65 H -3.24 -3.53 -1.26  C54 1.093
66 H -2.48 -2.05 -0.71  C54 1.090
67 H -4.98 -3.07 3.54  C56 1.092
68 H -6.26 -4.07 4.17  C56 1.090
69 H -6.70 -2.71 3.20  C56 1.094
70 H -4.92 -6.03 3.02  C57 1.097
71 H -6.00 -6.43 1.68  C57 1.086
72 H -6.68 -5.98 3.22  C57 1.093
73 H -6.49 -1.37 1.42  C59 1.091
74 H -7.76 -1.38 0.21  C59 1.090
75 H -6.11 -1.01 -0.27  C59 1.094
76 H -8.37 -3.99 0.59  C60 1.097
77 H -7.47 -4.73 -0.74  C60 1.091
78 H -8.31 -3.22 -1.01  C60 1.091

Output
Frontier orbital gap: 8.5 eV
Multiplicity: 1
SMILES string: C#C[C@H](OCCC=C)[C@](N)(N=C(C)C)NCCC(C)C.CN(C)P(=O)(N(C)C)N(C)C
Highest occupied orbital energy: -0.2859 hartree
E_tot: -45894.2805 eV
Total charge: 0

Population analysis type Löwdin, resulting atomic charges in e: 0.145 -0.070 -0.278 -0.129 -0.212 -0.172 -0.181 -0.011 -0.506 0.115 0.158 -0.390 -0.037 -0.026 0.009 -0.195 -0.175 -0.436 -0.077 -0.088 0.032 0.143 0.123 0.122 0.103 0.120 0.106 0.031 0.059 0.070 0.064 0.077 0.081 0.082 0.065 0.095 0.085 0.120 0.112 0.095 0.109 0.107 0.116 0.086 0.063 0.073 0.071 0.078 0.075 -0.285 0.670 -0.336 -0.124 -0.129 -0.298 -0.125 -0.148 -0.328 -0.105 -0.126 0.076 0.088 0.044 0.074 0.070 0.075 0.061 0.077 0.073 0.084 0.066 0.077 0.065 0.085 0.079 0.079 0.076 0.078